An isolated molecule of C5H12N2O at a distorted geometry, computed with ωB97M-V with the def2-TZVPD basis set.

The geometry in XYZ format:
```
20
Properties=species:S:1:pos:R:3:forces:R:3
C -1.140 2.167 2.283 -1.329 -0.737 0.330
C -0.447 1.151 1.368 0.695 0.185 -0.275
C -0.930 1.151 -0.068 -1.689 1.485 -1.114
O -1.904 1.811 -0.402 0.197 -0.202 0.299
N -0.261 0.458 -1.053 0.819 -1.268 1.304
C 0.542 -0.702 -0.623 0.759 1.214 -0.280
C 0.934 -1.542 -1.802 -1.518 -1.906 -0.955
N 1.426 -2.858 -1.353 0.365 0.224 -0.214
H -0.684 3.148 2.377 0.198 -0.142 -0.082
H -2.167 2.296 1.943 0.106 0.378 -0.609
H -1.396 1.747 3.274 1.021 0.137 -0.187
H 0.641 1.307 1.284 -0.223 -0.198 0.481
H -0.634 0.146 1.735 0.251 -0.201 0.195
H -0.820 0.248 -1.866 -0.287 0.373 -0.020
H 1.489 -0.316 -0.205 -0.410 -0.228 0.243
H 0.015 -1.290 0.145 0.172 -0.064 -0.327
H 1.540 -1.058 -2.567 0.719 0.238 0.586
H 0.052 -1.811 -2.436 -0.048 0.540 0.623
H 2.352 -3.078 -1.682 0.113 0.049 0.069
H 1.392 -2.975 -0.350 0.090 0.125 -0.069
```
Forces are in eV/Å.

Computed properties:
**E_tot**: -10407.122 eV
**Energy above the lowest of the compared OMol25 structures with the same formula, charge and spin**: 1.302 eV
**SMILES string**: CCC(=O)NCCN
**HOMO energy**: -9.411 eV



An isolated molecule of C15H25Cl2NO4, computed with ωB97M-V with the def2-TZVPD basis set.

The geometry in XYZ format:
```
47
Properties=species:S:1:pos:R:3:forces:R:3
C 0.576 1.539 2.841 0.049 0.012 -0.066
C -0.587 2.422 2.391 0.072 0.057 0.040
C -0.681 2.653 0.864 -0.104 -0.024 -0.097
O 0.321 1.982 0.111 0.040 0.124 0.097
C -0.048 0.827 -0.602 -0.025 -0.331 -0.031
N 0.094 1.026 -2.032 -0.023 0.536 0.312
C 1.405 0.813 -2.406 -0.181 -0.406 0.346
O 1.989 1.372 -3.286 0.348 0.241 -0.635
C 1.924 -0.317 -1.520 -0.399 0.031 0.035
C 3.364 -0.196 -1.176 -0.339 0.263 0.184
Cl 3.786 1.268 -0.339 -0.048 0.107 0.036
C 4.313 -1.082 -1.415 0.472 -0.333 -0.147
C 5.761 -0.959 -1.065 0.071 -0.018 0.146
Cl 3.910 -2.554 -2.261 0.044 -0.057 -0.038
C 0.940 -0.332 -0.321 -0.082 -0.269 0.014
C 0.249 -1.699 -0.220 0.046 -0.042 -0.097
O -0.169 -2.051 1.089 0.116 0.100 0.141
C -1.305 -1.410 1.637 -0.103 0.009 -0.051
C -2.613 -1.962 1.093 -0.033 -0.007 0.143
O -2.942 -1.512 -0.208 -0.072 -0.066 -0.119
C -3.854 -0.429 -0.288 0.053 0.140 0.116
C -4.638 -0.528 -1.583 0.132 -0.050 -0.064
H 0.491 0.520 2.454 0.044 0.122 0.064
H 0.599 1.478 3.932 -0.009 0.015 -0.080
H 1.532 1.943 2.499 -0.094 -0.060 0.027
H -1.530 2.000 2.754 0.079 0.024 -0.022
H -0.479 3.398 2.873 -0.091 -0.097 -0.004
H -1.671 2.349 0.495 0.071 0.043 0.036
H -0.571 3.718 0.641 0.015 -0.108 0.020
H -1.081 0.559 -0.362 0.077 -0.006 -0.075
H -0.318 1.868 -2.418 -0.017 -0.123 -0.002
H 1.781 -1.231 -2.105 0.066 0.137 0.025
H 6.176 -1.943 -0.844 -0.017 0.075 -0.049
H 5.891 -0.320 -0.190 -0.001 -0.048 -0.145
H 6.321 -0.526 -1.899 -0.048 -0.060 0.059
H 1.471 -0.144 0.614 -0.058 0.068 -0.083
H 0.974 -2.475 -0.483 -0.070 0.079 0.042
H -0.583 -1.759 -0.936 0.073 0.020 0.077
H -1.269 -1.623 2.711 0.029 0.009 -0.112
H -1.257 -0.318 1.526 -0.064 -0.137 -0.022
H -2.518 -3.053 1.046 -0.024 0.117 -0.030
H -3.427 -1.723 1.793 0.082 -0.006 -0.063
H -3.307 0.526 -0.254 -0.083 -0.038 0.057
H -4.526 -0.442 0.581 0.020 -0.087 -0.104
H -5.501 0.141 -1.563 0.089 -0.027 -0.012
H -4.984 -1.554 -1.729 -0.038 0.117 0.060
H -4.010 -0.261 -2.438 -0.066 -0.048 0.069
```
Forces are in eV/Å.

Computed properties:
**E_tot**: -50684.746 eV
**SMILES string**: CCCO[C@H]1NC(=O)[C@@H](/C(Cl)=C(/C)Cl)[C@@H]1COCCOCC
**HOMO energy**: -8.992 eV



A cluster of 2 separate species, C6H12N2 in total at a distorted geometry, computed with ωB97M-V with the def2-TZVPD basis set.

The geometry in XYZ format:
```
20
Properties=species:S:1:pos:R:3:forces:R:3
C 0.428 2.920 -0.222 0.006 0.726 -0.233
C 0.302 1.633 -0.128 -0.025 -0.900 0.249
N 0.292 0.450 0.118 0.490 0.788 0.436
C -0.313 -0.684 -0.382 -0.384 -0.787 -0.296
C 0.181 -1.350 -1.420 -0.008 0.110 -0.065
C -1.480 -1.145 0.450 -0.071 0.172 -0.078
C -2.580 -0.085 0.509 0.114 -0.134 0.006
H 1.198 3.359 -0.824 0.225 -0.005 -0.222
H -0.256 3.584 0.270 -0.242 0.051 0.184
H 1.030 -0.988 -1.974 0.170 0.117 -0.032
H -0.250 -2.281 -1.739 -0.180 -0.146 0.016
H -1.873 -2.069 0.026 0.080 -0.030 0.003
H -1.128 -1.354 1.464 0.017 -0.060 -0.023
H -2.911 0.178 -0.494 -0.056 0.031 -0.054
H -2.214 0.816 0.998 -0.062 0.075 0.034
H -3.433 -0.458 1.069 -0.093 0.028 0.056
N 3.513 -0.521 0.564 0.128 -0.053 -0.037
H 3.295 -0.933 1.465 -0.024 0.031 -0.046
H 2.806 0.180 0.381 -0.060 -0.060 0.047
H 3.395 -1.252 -0.129 -0.023 0.046 0.055
```
Forces are in eV/Å.

Computed properties:
**E_tot**: -9394.929 eV
**Energy above the lowest of the compared OMol25 structures with the same formula, charge and spin**: 1.920 eV
**SMILES string**: C=C=NC(=C)CC.N
**HOMO energy**: -8.544 eV